No. 1
The following is a quantum chemistry calculation of C26H35AuClO5Si3 as an isolated structure, from OMol25.

Each line ends with the Löwdin charge.
Atoms and positions in Å:
1 Au 0.55 1.55 -1.18  0.884
2 O 3.84 2.93 -3.51  -0.326
3 Cl 3.12 3.13 -2.30  0.650
4 O 3.94 3.73 -1.29  -0.340
5 O 2.69 1.79 -1.81  -0.489
6 O 1.95 3.93 -2.53  -0.376
7 C -2.56 1.14 -2.25  -0.195
8 Si -1.54 2.48 -1.38  0.446
9 C -1.47 4.02 -2.46  -0.208
10 C -2.34 2.94 0.27  -0.304
11 C -3.67 3.28 0.48  -0.101
12 C -4.11 3.62 1.75  -0.099
13 C -3.22 3.64 2.82  -0.097
14 C -1.89 3.32 2.62  -0.092
15 C -1.44 2.96 1.35  -0.297
16 Si 0.34 2.54 0.88  0.458
17 C 1.39 4.10 0.99  -0.192
18 C 1.02 1.19 1.99  -0.175
19 H -3.61 1.26 -1.97  0.023
20 H -2.22 0.15 -1.98  -0.001
21 H -2.49 1.23 -3.34  0.027
22 H -2.49 4.40 -2.53  0.025
23 H -1.09 3.84 -3.46  0.028
24 H -0.84 4.77 -1.99  0.022
25 H -4.38 3.28 -0.34  0.099
26 H -5.15 3.88 1.92  0.095
27 H -3.57 3.90 3.81  0.096
28 H -1.20 3.34 3.46  0.102
29 H 1.37 4.43 2.03  0.028
30 H 0.95 4.88 0.36  0.031
31 H 2.42 3.96 0.67  0.014
32 H 1.21 1.65 2.96  0.034
33 H 1.96 0.75 1.64  0.024
34 H 0.30 0.39 2.11  0.025
35 C -0.66 -3.53 -2.63  -0.103
36 C 0.61 -3.53 -1.77  -0.613
37 C 1.82 -3.36 -2.69  -0.104
38 C 0.73 -4.87 -1.04  -0.102
39 Si 0.54 -2.02 -0.61  0.406
40 O 0.45 -0.68 -1.45  -0.425
41 C 2.10 -2.00 0.47  -0.214
42 C 2.17 -2.50 1.77  -0.101
43 C 3.33 -2.37 2.53  -0.104
44 C 4.44 -1.72 2.01  -0.110
45 C 4.38 -1.20 0.72  -0.090
46 C 3.22 -1.34 -0.03  -0.106
47 C -0.96 -2.19 0.57  -0.191
48 C -1.25 -3.28 1.39  -0.112
49 C -2.37 -3.29 2.22  -0.102
50 C -3.22 -2.19 2.25  -0.108
51 C -2.95 -1.09 1.45  -0.082
52 C -1.83 -1.11 0.62  -0.101
53 H -0.64 -4.37 -3.34  0.076
54 H -0.75 -2.60 -3.19  0.074
55 H -1.56 -3.64 -2.01  0.074
56 H 1.84 -4.16 -3.44  0.076
57 H 2.76 -3.41 -2.13  0.073
58 H 1.79 -2.40 -3.21  0.077
59 H 0.90 -5.68 -1.75  0.077
60 H -0.18 -5.11 -0.48  0.060
61 H 1.57 -4.87 -0.33  0.075
62 H 1.31 -2.98 2.21  0.085
63 H 3.36 -2.76 3.54  0.092
64 H 5.33 -1.60 2.60  0.092
65 H 5.23 -0.67 0.31  0.100
66 H 3.18 -0.90 -1.02  0.095
67 H -0.60 -4.15 1.40  0.085
68 H -2.57 -4.15 2.85  0.093
69 H -4.09 -2.19 2.90  0.092
70 H -3.59 -0.22 1.47  0.098
71 H -1.62 -0.24 0.01  0.050

total charge = -1
Kohn-Sham gap = 8.29 eV
maximum force = 0.986 eV/A
relative energy (zero: lowest compared OMol25 entry of this formula, charge and spin) = 0.294 eV
lowest unoccupied orbital energy = 2.59 eV
HOMO level = -5.7 eV

---

No. 2
The following is a quantum chemistry calculation of a 15-piece molecular cluster, H31O15 overall at a distorted geometry, from OMol25.

Each line ends with the natural charge from an NBO analysis.
Atoms and positions in Å:
1 O -1.64 2.20 3.19  -0.963
2 H 0.01 0.78 -4.42  0.474
3 H -2.47 2.47 3.55  0.485
4 O -3.84 -2.67 -0.77  -0.836
5 H -3.56 -1.57 -0.61  0.534
6 H -3.00 -3.23 -0.71  0.552
7 O -0.58 1.14 -3.86  -0.945
8 H -0.25 -1.25 -3.57  0.472
9 H 2.28 1.57 4.22  0.487
10 O -3.54 -0.58 0.29  -0.864
11 H 3.63 2.67 1.58  0.467
12 H -2.88 -0.95 0.85  0.521
13 O -2.97 -0.75 -2.17  -0.997
14 H -2.37 -0.11 -1.60  0.501
15 H -2.80 -0.50 -3.05  0.508
16 O 0.38 -1.79 -3.14  -0.963
17 H 2.26 0.96 -0.52  0.525
18 H -0.11 1.33 -3.02  0.476
19 O 1.32 0.66 -0.18  -0.972
20 H 1.08 1.97 2.36  0.472
21 H 2.55 2.65 0.42  0.488
22 O 2.22 0.21 -3.72  -1.018
23 H -4.13 -2.42 -1.70  0.558
24 H 3.10 0.30 -3.45  0.489
25 O 3.56 2.77 0.58  -0.959
26 H -0.20 -2.35 -2.47  0.502
27 H 1.91 -2.85 0.35  0.485
28 O -1.13 1.72 0.14  -1.034
29 H 2.26 0.00 4.42  0.495
30 O -0.82 -1.12 0.90  -0.997
31 H -0.02 -1.20 1.59  0.505
32 H -0.78 -0.32 0.39  0.483
33 O 1.08 2.59 1.64  -0.931
34 H 1.76 -0.70 -3.71  0.516
35 H 0.24 2.80 1.83  0.465
36 O 1.30 -3.19 -0.41  -0.966
37 H 0.89 0.35 -0.97  0.480
38 H 2.07 -3.74 -0.86  0.478
39 O 1.68 0.73 4.15  -0.980
40 H -1.11 2.35 3.97  0.485
41 H 2.84 -0.99 2.10  0.460
42 O 2.68 -1.76 2.44  -0.905
43 H 1.81 -1.74 2.72  0.452
44 H -3.25 0.26 0.11  0.508
45 H -0.15 1.46 0.00  0.506
46 H -1.28 1.83 1.12  0.499

total charge = +1
Kohn-Sham gap = 10.16 eV
maximum force = 8.169 eV/A
relative energy (zero: lowest compared OMol25 entry of this formula, charge and spin) = 5.330 eV
lowest unoccupied orbital energy = -3.32 eV
HOMO level = -13.5 eV

---

No. 3
The following is a quantum chemistry calculation of one molecule with the formula C5H7NO, from OMol25.

Each line ends with the natural charge from an NBO analysis.
Atoms and positions in Å:
1 C -1.90 0.08 0.07  -0.618
2 C -0.44 -0.25 0.05  -0.022
3 N 0.22 -1.15 1.00  -0.550
4 C 0.71 0.21 0.92  -0.064
5 C 1.62 0.45 -0.28  -0.530
6 C 0.47 -0.11 -1.15  0.592
7 O 0.31 -0.26 -2.33  -0.511
8 H -2.06 0.92 -0.61  0.223
9 H -2.23 0.36 1.07  0.226
10 H -2.51 -0.76 -0.29  0.227
11 H 0.84 -1.83 0.56  0.355
12 H 0.64 0.82 1.81  0.214
13 H 2.61 -0.01 -0.31  0.222
14 H 1.71 1.52 -0.52  0.236

SMILES = C[C@]12N[C@H]1CC2=O
total charge = 0
Kohn-Sham gap = 10.40 eV
maximum force = 0.518 eV/A
relative energy (zero: lowest compared OMol25 entry of this formula, charge and spin) = 1.990 eV
lowest unoccupied orbital energy = 0.96 eV
HOMO level = -9.4 eV

---

No. 4
The following is a quantum chemistry calculation of C42H41N14O4PTi as an isolated structure, from OMol25.

Each line ends with the Löwdin charge.
Atoms and positions in Å:
1 Ti -0.16 0.21 0.16  1.064
2 O 2.41 -1.94 -2.32  0.065
3 C 1.70 -0.98 -2.10  -0.562
4 O 1.06 -0.77 -0.99  -0.194
5 C 1.51 0.09 -3.15  -0.183
6 C 2.35 0.11 -4.26  -0.009
7 C 2.17 1.12 -5.20  -0.076
8 C 1.17 2.05 -4.98  -0.061
9 C 0.38 1.94 -3.84  -0.124
10 N 0.55 0.98 -2.95  0.143
11 H 3.11 -0.65 -4.36  0.110
12 H 2.80 1.18 -6.07  0.096
13 H 0.99 2.86 -5.68  0.097
14 H -0.39 2.67 -3.63  0.107
15 N -3.53 -1.09 0.94  0.108
16 C -2.40 -1.73 1.49  -0.481
17 N -2.43 -2.60 2.47  0.045
18 N -1.14 -2.93 2.68  -0.079
19 N -0.38 -2.28 1.86  -0.062
20 N -1.15 -1.48 1.09  -0.053
21 C -4.19 -1.73 -0.13  -0.527
22 N -5.27 -1.21 -0.71  0.023
23 N -5.55 -2.09 -1.68  -0.168
24 N -4.69 -3.07 -1.67  -0.114
25 N -3.80 -2.87 -0.69  0.023
26 H -4.17 -0.76 1.64  0.121
27 O -0.69 1.36 1.71  -0.187
28 C -0.29 2.48 1.16  -0.486
29 N 0.25 2.35 -0.08  0.039
30 C 0.62 3.61 -0.54  -0.473
31 O 1.16 3.86 -1.62  -0.007
32 C 0.28 4.56 0.53  -0.109
33 C 0.44 5.94 0.63  -0.041
34 C 0.04 6.58 1.78  -0.124
35 C -0.54 5.85 2.85  -0.126
36 C -0.72 4.49 2.77  -0.042
37 C -0.30 3.83 1.60  -0.133
38 H 0.89 6.48 -0.20  0.106
39 H 0.16 7.65 1.87  0.077
40 H -0.86 6.38 3.74  0.082
41 H -1.16 3.94 3.59  0.107
42 N -5.76 -0.57 -4.07  0.181
43 C -6.72 -0.27 -5.00  -0.192
44 C -7.88 -0.92 -5.39  -0.025
45 C -8.63 -0.33 -6.40  -0.123
46 C -8.22 0.87 -7.00  -0.126
47 C -7.06 1.51 -6.62  -0.039
48 C -6.30 0.94 -5.60  -0.241
49 N -5.13 1.38 -5.01  0.168
50 C -4.85 0.45 -4.12  -0.285
51 C -3.72 0.46 -3.18  -0.130
52 C -3.01 -0.70 -2.93  -0.004
53 C -2.09 -0.70 -1.90  -0.129
54 N -1.81 0.39 -1.19  -0.020
55 C -2.45 1.53 -1.47  -0.086
56 C -3.41 1.61 -2.45  0.017
57 H -5.81 -1.23 -3.27  0.097
58 H -8.19 -1.84 -4.92  0.108
59 H -9.54 -0.81 -6.72  0.087
60 H -8.83 1.29 -7.79  0.085
61 H -6.74 2.43 -7.08  0.101
62 H -3.22 -1.62 -3.45  0.115
63 H -1.57 -1.61 -1.62  0.113
64 H -2.17 2.40 -0.88  0.118
65 H -3.95 2.53 -2.64  0.116
66 C 0.93 -0.30 4.14  -0.115
67 C 2.23 0.42 3.77  -0.680
68 C 3.29 0.03 4.80  -0.105
69 C 1.99 1.93 3.86  -0.088
70 P 2.53 -0.04 1.97  1.181
71 C 3.26 -1.73 2.04  -0.337
72 C 2.68 -2.70 1.21  -0.093
73 C 3.21 -3.98 1.12  -0.067
74 C 4.34 -4.32 1.85  -0.105
75 C 4.93 -3.37 2.67  -0.102
76 C 4.40 -2.09 2.76  -0.118
77 C 3.99 0.95 1.28  -0.673
78 C 5.14 1.27 2.24  -0.097
79 C 3.44 2.26 0.71  -0.096
80 C 4.54 0.14 0.10  -0.087
81 H 0.70 -0.09 5.19  0.083
82 H 1.01 -1.38 4.02  0.067
83 H 0.09 0.04 3.53  0.053
84 H 2.98 0.42 5.77  0.080
85 H 4.28 0.44 4.58  0.056
86 H 3.37 -1.06 4.90  0.070
87 H 2.91 2.50 3.72  0.066
88 H 1.60 2.17 4.85  0.087
89 H 1.26 2.27 3.12  0.054
90 H 1.80 -2.44 0.63  0.061
91 H 2.74 -4.70 0.47  0.106
92 H 4.75 -5.32 1.78  0.091
93 H 5.82 -3.62 3.25  0.091
94 H 4.89 -1.37 3.40  0.070
95 H 4.82 1.92 3.05  0.061
96 H 5.91 1.80 1.68  0.080
97 H 5.59 0.37 2.65  0.058
98 H 2.91 2.87 1.45  0.071
99 H 2.75 2.07 -0.11  0.063
100 H 4.27 2.86 0.32  0.087
101 H 5.11 -0.73 0.43  0.077
102 H 5.19 0.78 -0.50  0.086
103 H 3.74 -0.22 -0.55  0.066

multiplicity = 3
total charge = -2
Kohn-Sham gap (alpha / beta) = 5.10 / 7.48 eV
maximum force = 0.515 eV/A
relative energy (zero: lowest compared OMol25 entry of this formula, charge and spin) = 0.006 eV
lowest unoccupied orbital energy (alpha / beta) = 4.04 / 4.04 eV
HOMO level (alpha / beta) = -1.1 / -3.4 eV

---

No. 5
The following is a quantum chemistry calculation of C35H39F3NOP2Se2Tl as an isolated structure, from OMol25.

Each line ends with the Löwdin charge.
Atoms and positions in Å:
1 Tl -0.77 -0.36 -0.46  0.683
2 C 0.75 -3.73 0.38  -0.315
3 Se -0.99 -2.91 0.65  1.004
4 C -1.98 -3.96 -0.67  -0.492
5 C -1.58 -3.74 -2.12  -0.516
6 Se -2.11 -1.97 -2.71  0.973
7 C -0.84 -1.77 -4.17  -0.339
8 H 0.66 -4.76 0.72  0.053
9 H 1.46 -3.20 1.01  0.011
10 H 1.07 -3.68 -0.65  0.027
11 H -3.03 -3.72 -0.49  0.077
12 H -1.82 -5.00 -0.38  0.087
13 H -2.09 -4.47 -2.74  0.087
14 H -0.51 -3.85 -2.26  0.066
15 H -1.03 -2.54 -4.92  0.042
16 H 0.18 -1.84 -3.79  0.016
17 H -1.01 -0.79 -4.60  0.030
18 C 3.25 1.20 4.09  -0.056
19 C 2.72 -0.07 3.90  -0.060
20 C 2.39 -0.50 2.62  -0.116
21 C 2.61 0.33 1.52  -0.378
22 C 3.14 1.60 1.72  -0.075
23 C 3.46 2.03 3.00  -0.054
24 P 2.03 -0.27 -0.09  1.046
25 C 3.16 -1.56 -0.66  -0.381
26 C 4.13 -2.13 0.16  -0.075
27 C 4.90 -3.19 -0.32  -0.052
28 C 4.70 -3.67 -1.61  -0.055
29 C 3.74 -3.09 -2.43  -0.061
30 C 2.97 -2.04 -1.95  -0.109
31 C 2.24 1.06 -1.29  -0.320
32 C 3.51 1.50 -1.57  -0.075
33 C 3.75 2.51 -2.51  -0.034
34 C 2.70 3.05 -3.20  0.002
35 C 1.38 2.61 -2.99  -0.145
36 C 0.32 3.15 -3.75  -0.005
37 C -0.96 2.71 -3.59  -0.050
38 C -1.23 1.71 -2.64  -0.141
39 C -0.24 1.18 -1.86  -0.246
40 C 1.12 1.60 -2.01  -0.186
41 H 3.51 1.53 5.09  0.117
42 H 2.57 -0.73 4.75  0.116
43 H 1.96 -1.48 2.49  0.097
44 H 3.31 2.27 0.88  0.102
45 H 3.88 3.02 3.15  0.116
46 H 4.31 -1.75 1.16  0.105
47 H 5.67 -3.62 0.31  0.117
48 H 5.30 -4.49 -1.98  0.116
49 H 3.60 -3.45 -3.44  0.114
50 H 2.23 -1.57 -2.60  0.098
51 H 4.35 1.06 -1.04  0.124
52 H 4.76 2.85 -2.70  0.120
53 H 2.87 3.83 -3.94  0.127
54 H 0.55 3.92 -4.48  0.127
55 H -1.77 3.12 -4.19  0.117
56 H -2.25 1.34 -2.53  0.068
57 F -0.86 2.87 6.03  0.168
58 C -1.79 1.98 5.69  -0.599
59 F -2.98 2.57 5.74  0.173
60 F -1.78 0.99 6.59  0.172
61 C -1.55 1.43 4.30  -0.070
62 C -2.26 0.31 3.87  0.043
63 C -2.03 -0.16 2.60  -0.135
64 N -1.14 0.40 1.77  -0.029
65 C -0.48 1.48 2.18  -0.103
66 C -0.65 2.04 3.44  0.049
67 H -2.97 -0.18 4.53  0.142
68 H -2.57 -1.02 2.22  0.088
69 H 0.20 1.94 1.47  0.116
70 H -0.09 2.91 3.73  0.138
71 C -5.21 1.20 -1.76  -0.147
72 P -4.31 1.01 -0.23  0.567
73 C -3.72 2.63 0.25  -0.140
74 C -5.49 0.51 1.01  -0.149
75 O -3.18 0.00 -0.36  -0.499
76 H -6.04 1.90 -1.63  0.073
77 H -5.61 0.23 -2.07  0.071
78 H -4.55 1.58 -2.54  0.053
79 H -4.54 3.34 0.34  0.073
80 H -3.00 3.00 -0.48  0.058
81 H -3.22 2.56 1.22  0.050
82 H -6.31 1.23 1.08  0.072
83 H -5.00 0.44 1.99  0.049
84 H -5.90 -0.47 0.75  0.070

total charge = +2
Kohn-Sham gap = 7.67 eV
maximum force = 0.280 eV/A
relative energy (zero: lowest compared OMol25 entry of this formula, charge and spin) = 0.255 eV
lowest unoccupied orbital energy = -5.44 eV
HOMO level = -13.1 eV

---

Which value of relative energy (zero: lowest compared OMol25 entry of this formula, charge and spin) does entry 1 give? 0.294 eV

---

Which value of relative energy (zero: lowest compared OMol25 entry of this formula, charge and spin) does entry 4 give? 0.006 eV